[1]
Density functional theory data (the ωB97M-V functional and the def2-TZVPD basis) for a structure of composition C29H33CoN3O at a distorted geometry.

```
67
Properties=species:S:1:pos:R:3
Co 0.158 0.482 0.735
N 2.017 0.425 -0.796
N 0.337 2.729 0.267
C -1.419 -0.488 1.513
C -0.432 -0.024 2.458
C 0.817 -0.688 2.123
C 2.061 -0.626 2.931
H 2.247 0.408 3.240
H 2.919 -0.985 2.350
H 1.968 -1.240 3.839
C 0.563 -1.597 1.026
C 1.463 -2.658 0.546
H 1.771 -3.311 1.375
H 2.498 -2.183 0.077
H 0.983 -3.253 -0.239
C -0.780 -1.367 0.584
C -1.475 -2.095 -0.519
H -0.757 -2.476 -1.257
H -2.168 -1.434 -1.059
H -2.051 -2.943 -0.115
C -0.664 0.918 3.578
H -0.793 0.405 4.538
H -1.564 1.512 3.390
H 0.186 1.603 3.675
C -2.889 -0.297 1.591
H -3.314 -0.162 0.589
H -3.142 0.573 2.201
H -3.382 -1.172 2.041
C 2.946 -0.433 -1.493
H 2.366 -1.112 -2.131
C 4.006 0.372 -2.128
H 4.489 -0.051 -3.001
C 4.380 1.537 -1.540
H 5.260 2.056 -1.896
C 3.666 2.089 -0.452
H 3.998 2.959 0.099
C 2.414 1.509 -0.160
C 1.385 1.935 0.868
H 1.707 2.188 1.911
C -0.568 1.850 -0.305
C -0.318 3.932 0.559
H 0.200 4.770 1.007
C -1.558 3.840 0.017
H -2.340 4.578 -0.071
N -1.694 2.565 -0.532
C -2.790 2.016 -1.252
C -4.082 2.031 -0.707
C -5.086 1.363 -1.418
H -6.116 1.378 -1.046
C -4.797 0.670 -2.594
C -5.880 -0.013 -3.368
H -5.704 -1.093 -3.418
H -5.921 0.361 -4.398
H -6.845 0.170 -2.891
C -3.481 0.605 -3.058
H -3.239 0.039 -3.965
C -2.457 1.284 -2.400
C -1.060 1.268 -2.937
H -0.687 2.277 -3.167
H -1.059 0.699 -3.877
H -0.335 0.787 -2.260
C -4.395 2.685 0.606
H -4.676 3.741 0.472
H -3.561 2.651 1.319
H -5.249 2.184 1.086
O 4.432 -1.165 0.287
C 3.432 -1.293 -0.342
```

As for the HOMO-LUMO gap (spin up / spin down): 0.0754 / 0.2111 Ha. The value obtained for the LUMO energy (spin up / spin down) is 0.1757 / 0.1748 hartree. As for the multiplicity: 4. Its net charge is -2.

***

[2]
Density functional theory data (the ωB97M-V functional and the def2-TZVPD basis) for a cluster of 3 separate species, C4H14NO3 in total at a distorted geometry.

```
22
Properties=species:S:1:pos:R:3
C -0.743 1.470 -0.023
O -1.060 0.254 -0.457
C 0.513 1.476 1.056
C 1.742 1.031 0.359
C 2.106 -0.522 0.773
N 0.934 -1.363 1.022
H -0.383 2.212 -0.805
H -1.592 2.031 0.422
H 0.562 2.499 1.447
H 0.112 0.697 1.688
H 1.794 1.049 -0.740
H 2.650 1.582 0.725
H 2.688 -0.422 1.718
H 2.525 -0.950 -0.164
H 0.289 -1.155 0.245
H 0.503 -1.201 1.917
H -2.453 -0.407 -0.013
H -2.171 -1.923 0.335
O -2.846 -1.247 0.421
H -0.915 -0.866 -3.057
H -0.144 -0.164 -1.954
O -0.005 -0.752 -2.739
```

As for the HOMO-LUMO gap: 0.2932 Ha. The value obtained for the LUMO energy is 0.1482 hartree. Its net charge is -1.

***

[3]
Density functional theory data (the ωB97M-V functional and the def2-TZVPD basis) for a cluster of 3 separate species, C27H52B2ClN5O17PS in total at a distorted geometry.

```
106
Properties=species:S:1:pos:R:3
C 2.474 -0.286 7.012
C 3.599 0.709 6.738
C 3.951 0.824 5.264
C 5.294 1.511 5.044
C 5.918 1.254 3.670
C 5.347 2.082 2.503
C 4.755 3.427 2.914
C 4.250 4.246 1.712
C 2.895 4.938 1.981
C 1.846 4.814 0.855
C 1.256 3.417 0.823
N 0.288 3.263 -0.319
B -0.085 4.534 -1.051
O 0.262 4.676 -2.348
O -0.753 5.520 -0.408
C -0.222 2.128 -0.697
N -1.116 2.205 -1.817
C -0.364 1.961 -3.046
C -1.023 2.578 -4.246
O -1.824 3.480 -4.254
Cl -0.454 1.846 -5.764
C -2.153 1.243 -1.435
N -2.870 0.568 -2.498
C -3.218 2.130 -0.700
S -3.982 3.384 -1.717
O -4.607 2.816 -2.866
O -4.838 4.095 -0.819
C -1.489 0.201 -0.464
C -1.467 -1.237 -0.901
P -0.445 -1.680 -2.364
O 0.894 -1.091 -2.326
O -0.381 -3.250 -2.226
O -1.233 -1.461 -3.707
O -2.080 0.437 0.812
B -2.935 -0.565 1.310
O -2.671 -1.133 2.521
O -4.035 -0.920 0.610
N -0.124 0.848 -0.337
C 0.600 0.326 0.806
O 1.953 0.169 0.381
N 2.499 -1.106 0.888
O 2.622 -1.867 0.039
H 2.417 -1.057 6.249
H 1.499 0.187 7.087
H 2.629 -0.795 7.956
H 4.485 0.347 7.251
H 3.357 1.679 7.166
H 3.154 1.291 4.684
H 4.088 -0.193 4.911
H 5.252 2.565 5.301
H 5.963 1.064 5.776
H 6.996 1.332 3.733
H 5.726 0.207 3.438
H 4.607 1.552 1.912
H 6.173 2.294 1.826
H 5.521 3.992 3.435
H 3.951 3.234 3.621
H 4.247 3.664 0.794
H 4.981 5.035 1.567
H 3.065 5.995 2.141
H 2.508 4.548 2.920
H 2.381 5.050 -0.061
H 1.106 5.566 1.094
H 2.070 2.710 0.705
H 0.759 3.232 1.765
H -0.458 5.095 -2.833
H -1.410 5.186 0.212
H 0.598 2.457 -2.957
H -0.135 0.921 -3.246
H -2.888 1.063 -3.375
H -3.801 0.353 -2.180
H -2.751 2.668 0.120
H -4.011 1.524 -0.281
H -2.979 4.237 -2.034
H -1.033 -1.865 -0.130
H -2.463 -1.578 -1.156
H 0.454 -3.493 -1.798
H -0.651 -1.025 -4.343
H -1.963 -0.642 2.947
H -4.376 -1.764 0.929
H 0.230 -0.637 1.134
H 0.610 0.978 1.666
O -5.807 -3.085 -1.344
C -5.304 -3.230 -2.418
O -4.868 -4.428 -2.871
C -4.205 -4.269 -4.140
C -4.740 -2.963 -4.712
C -5.004 -2.153 -3.445
H -3.127 -4.233 -3.961
H -4.428 -5.128 -4.767
H -4.053 -2.490 -5.411
H -5.680 -3.141 -5.234
H -4.119 -1.607 -3.114
H -5.845 -1.474 -3.557
O 1.215 -5.961 -1.069
C 0.327 -6.719 -1.340
O -0.197 -7.596 -0.465
C -1.169 -8.436 -1.122
C -1.611 -7.646 -2.346
C -0.339 -6.872 -2.692
H -0.686 -9.379 -1.386
H -1.984 -8.640 -0.433
H -1.985 -8.272 -3.153
H -2.402 -6.948 -2.069
H 0.321 -7.441 -3.348
H -0.555 -5.900 -3.125
```

As for the HOMO-LUMO gap: 0.3302 Ha. The value obtained for the LUMO energy is -0.1198 hartree. Its net charge is +1.